No. 1
Below is an isolated molecule of C27H25N5O5S2, with properties calculated with ωB97M-V/def2-TZVPD.

Geometry (Å):
S: 2.6334 -2.3134 1.5755
S: 0.8686 4.6503 -2.0879
O: 0.3609 5.2042 -3.3063
O: -5.3901 -6.4835 -0.5980
O: -4.2736 -8.4088 -0.4719
O: 2.1939 4.1036 -2.0631
O: 1.6514 -5.6829 2.2406
N: 1.2507 -0.3026 0.3512
N: -0.0940 -4.2210 1.9869
N: 0.0414 -1.4807 1.7543
N: 0.8252 5.8644 -0.9485
N: -0.7536 -0.5531 1.2110
C: -0.9842 -6.3778 1.2311
C: 3.2089 0.5917 -2.6347
C: -0.5592 1.2767 -0.3979
C: -2.2799 -4.3468 1.0628
C: 1.1673 -4.5783 2.3288
C: 4.3904 1.0229 -2.0551
C: -3.3255 -5.0502 0.5086
C: -1.1002 -5.0022 1.4287
C: 1.9686 -3.3999 2.8852
C: 0.2642 2.3298 -0.7905
C: -1.5828 3.3580 -1.9454
C: -2.0348 -7.0771 0.6762
C: -0.4451 6.5360 -0.7839
C: 3.5127 0.5381 0.1256
C: -4.3069 -7.2177 -0.2787
C: 4.5435 0.9883 -0.6798
C: -1.1271 5.8732 0.4280
C: 1.2411 -1.3379 1.2393
C: 2.1735 0.1332 -1.8426
C: 1.2824 5.5116 0.3770
C: -3.2125 -6.4263 0.3099
C: -0.0485 0.1593 0.3724
C: -0.2562 3.3470 -1.5603
C: -2.4159 2.3343 -1.5166
C: 2.3267 0.1205 -0.4616
C: -1.9105 1.3018 -0.7479
C: 0.0177 5.1826 1.1917
H: 5.4644 1.3217 -0.2271
H: -1.9632 -8.1420 0.5163
H: 5.1918 1.3890 -2.6771
H: 1.3737 -2.7802 3.5540
H: -0.2460 7.5932 -0.5851
H: -1.8681 5.1431 0.1038
H: -0.3178 -3.2206 2.0637
H: 3.0898 0.6151 -3.7063
H: -1.9397 4.1515 -2.5824
H: -1.0076 6.4554 -1.7117
H: 2.8515 -3.7848 3.3945
H: 1.9902 4.6890 0.2974
H: -4.2354 -4.5449 0.2259
H: -0.0746 -6.8823 1.5112
H: -2.3602 -3.2804 1.2193
H: 1.3081 2.3726 -0.5264
H: 1.7985 6.3791 0.7991
H: -0.1446 4.1058 1.2356
H: -2.5436 0.4934 -0.4176
H: -6.0688 -7.0634 -0.9764
H: -1.6315 6.6169 1.0418
H: -3.4585 2.3353 -1.7955
H: 0.1061 5.5526 2.2113
H: 3.6172 0.5200 1.2001
H: 1.2460 -0.2028 -2.2826

Total energy   -2490.29710 Ha
Orbital gap   8.48 eV
Spin multiplicity   1
SMILES   O=C(CSc1nnc(-c2cccc(S(=O)(=O)N3CCCC3)c2)n1-c1ccccc1)Nc1ccc(C(=O)O)cc1

=====

No. 2
Below is a structure of composition C27H25N6O5Rh, with properties calculated with ωB97M-V/def2-TZVPD.

Geometry (Å):
Rh: 0.1305 0.2618 0.1681
O: -3.3579 -0.7547 -1.4469
O: -3.7467 -5.3213 3.3691
O: 2.6309 0.5530 2.2203
O: 3.3389 -2.2306 1.0439
O: -1.8704 -6.1340 4.1913
N: 2.1654 0.7081 -0.0338
N: 4.9884 -3.0750 2.6822
N: -1.6587 0.3945 -0.4129
N: 0.7335 -0.8388 1.7593
N: -0.4588 1.9447 1.2429
N: 0.0964 -1.3905 -1.0727
C: -1.7632 2.2550 1.0726
C: -1.6728 -4.0592 3.0851
C: 4.6323 1.8720 -0.4776
C: -0.0614 -1.9024 2.1946
C: 1.0868 -2.2266 -1.3773
C: -1.4164 -2.7052 -2.3716
C: -1.4468 -1.9209 1.9827
C: 3.7628 1.6423 -1.5412
C: 1.9662 -0.7021 2.4222
C: -2.3249 3.3707 1.6729
C: 4.0301 -2.0894 3.2707
C: 3.0164 0.8943 0.9624
C: -2.4218 -5.2655 3.5798
C: 3.0878 -1.7250 2.1156
C: -2.1954 -0.6413 -1.1632
C: -1.5399 4.1835 2.4667
C: -0.3098 -4.0373 3.3323
C: 4.2603 1.4872 0.7941
C: 0.4810 -2.9904 2.8941
C: -1.1345 -1.6263 -1.5664
C: 0.8812 -3.3331 -2.1863
C: -0.2011 3.8588 2.6422
C: -0.3848 -3.5804 -2.6885
C: -2.5707 1.3346 0.2094
C: -2.2294 -2.9756 2.4109
C: 0.2978 2.7393 2.0172
C: 2.5442 1.0657 -1.2784
H: 4.8906 1.6471 1.6575
H: 1.8183 0.8840 -2.0609
H: 2.0541 -2.0012 -0.9535
H: 0.1214 -4.8734 3.8669
H: 1.3286 2.4492 2.1423
H: 5.9626 -2.7799 2.7432
H: 0.4501 4.4652 3.2547
H: 3.4933 -2.5361 4.1051
H: 1.7102 -3.9875 -2.4146
H: 4.5679 -1.2119 3.6263
H: -3.2940 -2.9126 2.2167
H: 1.5416 -3.0520 3.1046
H: -3.3150 0.8071 0.8177
H: 1.8123 -0.7392 3.5089
H: 4.0220 1.9211 -2.5518
H: 5.5903 2.3453 -0.6456
H: -2.4278 -2.8376 -2.7308
H: -3.3707 3.5913 1.5078
H: -0.5689 -4.4392 -3.3195
H: -1.9186 -1.0771 1.5056
H: -4.0782 -4.5565 2.8884
H: 4.6694 -3.1168 1.6606
H: -3.1329 1.8924 -0.5425
H: 4.9144 -4.0045 3.0964
H: -1.9618 5.0590 2.9411

Energy above the lowest of the compared OMol25 structures with the same formula, charge and spin   135.3 kJ/mol
Total energy   -1858.70338 Ha
Orbital gap   6.65 eV
Total charge   +2
Spin multiplicity   1

=====

No. 3
Below is a structure of composition C27H25N8O4SSn, with properties calculated with ωB97M-V/def2-TZVPD.

Geometry (Å):
Sn: 0.4466 2.1795 0.5920
S: 1.0540 -0.4397 -1.3955
O: -0.6555 4.5930 3.9502
O: 1.5130 0.6425 -2.2406
O: -0.1038 3.8515 1.9085
O: -0.2199 -0.1370 -0.7166
N: -1.3573 2.4501 -1.7992
N: 2.0381 -1.0148 -0.3477
N: -0.0834 -4.9325 -5.1502
N: 4.1505 -1.8931 -0.1271
N: 0.9823 1.7718 -5.5933
N: 3.8704 0.4487 -0.4705
N: -0.9673 1.7296 -4.0712
N: -0.2408 1.3029 2.7704
C: 0.1970 -3.8761 -4.2685
C: -0.4992 -2.6712 -4.3700
C: -1.0579 2.0738 -2.8587
C: 1.3859 -2.9977 -2.3616
C: 0.6949 -1.8031 -2.4770
C: 5.4580 -1.7028 -0.0560
C: -4.0032 2.7961 -0.8853
C: 5.1824 0.5932 -0.4166
C: -3.2076 2.7226 1.4618
C: 3.3836 -0.8008 -0.3402
C: -0.0138 -1.0388 2.2675
C: 0.1197 1.7671 -4.8237
C: -0.5979 2.0308 5.0227
C: -0.4066 2.2668 3.6453
C: 6.0555 -0.4627 -0.2048
C: -0.4005 3.7132 3.1435
C: -2.9334 2.2126 0.0475
C: -0.4030 -0.3159 4.5651
C: -0.5969 0.7488 5.4750
C: -0.2254 -0.0014 3.1993
C: -0.1602 -2.6592 4.0538
C: -3.0279 0.6885 0.0272
C: -0.2483 -1.6410 -3.4843
C: 0.0248 -2.3365 2.6931
C: -1.5383 2.7042 -0.3984
C: -0.3722 -1.6698 4.9708
C: 1.1368 -4.0300 -3.2540
H: -3.0450 3.7995 1.5419
H: -3.8726 2.4475 -1.9107
H: -0.7391 2.8904 5.6606
H: 6.0594 -2.5906 0.1233
H: -4.2445 2.5107 1.7347
H: 7.1260 -0.3268 -0.1521
H: 0.6885 -5.5697 -5.2723
H: -0.7759 -0.7015 -3.5858
H: 0.2110 -3.1198 1.9700
H: 1.6792 -4.9648 -3.1635
H: -0.7368 0.5255 6.5267
H: -0.1279 -3.6943 4.3692
H: -1.5267 3.7945 -0.2847
H: -4.0392 0.3747 0.3014
H: -1.2324 -2.5396 -5.1578
H: -4.9992 2.4943 -0.5509
H: -2.7937 0.2853 -0.9586
H: -2.5694 2.2262 2.1897
H: -2.3240 0.2402 0.7304
H: -3.9613 3.8883 -0.8880
H: -0.4388 -4.6263 -6.0429
H: 5.5540 1.6077 -0.5355
H: 0.1304 -0.8023 1.2227
H: 2.1171 -3.1106 -1.5706
H: -0.5119 -1.9017 6.0202

Energy above the lowest of the compared OMol25 structures with the same formula, charge and spin   166.3 kJ/mol
Total energy   -2395.49690 Ha
Orbital gap   6.95 eV
Total charge   -1
Spin multiplicity   1

=====

No. 4
Below is a structure of composition C27H26BeF9O3P, with properties calculated with ωB97M-V/def2-TZVPD.

Geometry (Å):
P: -0.5603 -0.4581 -1.1276
F: -7.3066 -0.9384 0.1967
F: -7.2388 -0.2098 -1.9119
F: 2.1746 1.1460 4.9056
F: 1.6089 -0.8646 5.5814
F: 2.3563 -5.3782 -4.6842
F: 3.9921 -5.0980 -3.3164
F: 3.3291 -0.6074 4.2624
F: 2.2971 -6.5325 -2.7547
F: -6.5233 1.1037 -0.1436
O: 1.1857 2.6817 -0.2088
O: 2.8969 1.2599 0.7972
O: -0.5311 4.2351 1.0312
C: 1.6535 -1.8284 -2.1634
C: 2.6201 -5.3035 -3.3125
C: -0.2915 -3.2519 -1.8697
C: -5.1465 -0.7524 -0.7438
C: 1.8836 -4.1511 -2.6415
C: 3.4977 2.0330 -0.2728
C: -0.1787 0.7210 1.5179
C: -4.3945 -0.5796 0.4475
C: 1.2286 -1.4633 2.5042
C: 0.2989 0.7502 2.8350
C: -3.0092 -0.6856 0.4007
C: 2.4820 -2.9090 -2.5260
C: 0.1003 3.2252 -1.0702
C: 1.1627 -0.2647 3.2574
C: 2.0194 -0.1626 4.5175
C: -1.6010 4.7127 1.8007
C: 2.5197 3.1748 -0.4631
C: -3.0973 -1.3436 -1.8615
C: 0.7487 -1.4719 1.2173
C: -0.9983 3.7329 -0.2709
C: -6.5703 -0.1873 -0.6677
C: -4.4997 -1.2077 -1.9033
C: 0.5133 -4.2909 -2.3140
C: 0.1113 -0.3602 0.5734
C: -2.2719 -0.9138 -0.7862
C: 3.8618 0.4102 1.4133
C: 0.2694 -1.9530 -1.8208
Be: 1.2545 1.2516 0.5935
H: -2.4337 3.9484 1.9671
H: -5.0790 -1.5822 -2.7532
H: 0.6377 4.0081 -1.5605
H: -1.7700 2.9871 -0.1612
H: 4.8262 0.8960 1.2807
H: -2.5239 -1.7620 -2.6907
H: -2.4533 -0.3656 1.2950
H: 3.6674 0.4016 2.4923
H: 2.6728 3.6051 -1.4488
H: -1.0458 1.3757 1.3595
H: 0.0331 1.5973 3.5203
H: 3.8249 -0.5355 0.8821
H: -4.8596 -0.2593 1.3672
H: 4.4570 2.4149 0.1595
H: -1.5983 4.5479 -0.7488
H: 0.8684 -2.3847 0.6641
H: 1.6618 -2.3501 2.9089
H: 3.4885 -2.6811 -2.7910
H: -1.2416 5.0334 2.7354
H: -2.1122 5.5066 1.3486
H: -0.3027 2.4382 -1.7719
H: 2.8183 3.9492 0.2695
H: 3.7435 1.4332 -1.1359
H: 0.1129 -5.2911 -2.3940
H: -1.3626 -3.3546 -1.6498
H: 2.1230 -0.8473 -2.1624

Energy above the lowest of the compared OMol25 structures with the same formula, charge and spin   152.2 kJ/mol
Total energy   -2524.48438 Ha
Orbital gap   6.41 eV
Total charge   +2
Spin multiplicity   1

=====

No. 5
Below is a cluster of 6 separate species, C27H26BrCl2F8O18P in total, with properties calculated with ωB97M-V/def2-TZVPD.

Geometry (Å):
Br: 2.8865 0.4520 -1.9753
Cl: -2.3291 3.9054 -5.6830
Cl: -2.1820 5.8255 -2.7892
P: 0.7823 0.3646 -2.7246
F: 0.0755 1.4395 3.3131
F: 3.0867 -4.7280 3.5511
F: -0.9341 0.1446 1.9207
F: 0.1600 -2.4668 4.4377
F: -1.9530 1.8659 2.7192
F: -3.6673 10.0029 -2.8769
F: 3.2834 1.0420 1.1517
F: -4.2097 -9.3422 2.8069
O: 6.1361 -0.1627 2.6608
O: -0.7247 8.0326 -5.5524
O: -3.0379 -3.6317 3.8999
O: 2.7697 -8.1728 0.7612
O: -3.0564 -11.5367 6.4922
O: -2.1205 8.7324 -3.9234
O: 7.4233 -0.5295 0.8461
O: -0.9272 -4.2103 3.5023
O: 0.9750 0.3443 -4.3429
O: 5.2604 0.0911 0.6277
O: 3.0037 -6.1970 1.8350
O: -4.0318 -10.5246 4.7232
O: 1.7886 -7.8208 2.7601
O: 1.7133 3.0205 -4.2028
O: -0.6053 4.7520 -0.4563
O: -2.5823 -5.6825 3.0819
O: -2.0571 -9.8022 5.4572
O: -1.3390 10.1943 -5.4074
C: -0.9147 -2.8040 3.6878
C: 4.8306 0.3855 2.8496
C: 6.3890 -0.2305 1.3303
C: -0.3833 4.1559 -3.8919
C: -0.6395 4.0542 -1.4407
C: -2.4186 10.0126 -3.3970
C: -2.3073 10.8971 -4.6216
C: 0.0976 3.2671 -7.3262
C: -0.6337 1.7307 -0.2380
C: -2.3272 -9.0827 4.2499
C: -0.2910 2.5918 -1.4268
C: 4.1687 0.0821 1.5222
C: 2.2797 -5.5929 2.8865
C: 1.8821 -6.7803 3.7353
C: -0.7323 4.6683 -5.2724
C: -1.3329 8.8999 -5.0209
C: -2.2295 -4.6170 3.4600
C: 0.6510 3.0990 -3.6293
C: -0.7599 1.4446 2.2640
C: -3.0449 -10.7111 5.6455
C: -0.9996 4.5991 -2.7879
C: -2.2250 -2.5652 4.4067
C: -0.2420 2.3062 1.1313
C: 0.3233 2.1296 -2.5267
C: 2.5460 -7.4766 1.6885
C: 0.3098 4.4490 -6.3797
C: -3.8212 -9.2704 4.1002
H: -1.7083 10.2439 -2.6016
H: 4.3412 -0.0789 3.7008
H: 0.9336 -6.6500 4.2485
H: -2.1025 -2.6812 5.4842
H: 3.6720 -0.8886 1.4731
H: -0.0843 2.3300 -6.7978
H: 1.0070 3.1365 -7.9195
H: 1.9029 0.4443 -4.5988
H: 0.8454 2.3178 1.2253
H: -0.7108 3.4652 -8.0305
H: -0.1605 0.7550 -0.3355
H: -1.9637 11.9045 -4.4071
H: -0.6395 3.3026 1.2899
H: 1.3014 4.3962 -5.9430
H: -0.9633 5.7308 -5.2065
H: -2.6757 -1.6021 4.1867
H: 2.6654 -7.0212 4.4555
H: -4.4259 -8.5157 4.6056
H: -1.7167 1.5510 -0.2530
H: -3.2559 10.9339 -5.1586
H: 4.9054 1.4628 3.0056
H: -1.7922 -9.5452 3.4192
H: 0.2903 5.3599 -6.9869
H: 1.4370 -5.0384 2.4710
H: -0.8352 -2.3141 2.7166
H: -2.0296 -8.0426 4.3444

Energy above the lowest of the compared OMol25 structures with the same formula, charge and spin   0.0 kJ/mol
Total energy   -7033.57301 Ha
Orbital gap   7.90 eV
Spin multiplicity   1
SMILES   CC[C@@H](Cl)C1=C(Cl)C(=O)C(CCC(F)(F)F)=C(P(O)Br)C1=O.O=C1OC[C@@H](F)O1.O=C1OC[C@@H](F)O1.O=C1OC[C@@H](F)O1.O=C1OC[C@@H](F)O1.O=C1OC[C@@H](F)O1

=====

No. 6
Below is a structure of composition C27H26BrClLaN11O4Se2, with properties calculated with ωB97M-V/def2-TZVPD.

Geometry (Å):
La: 13.2936 8.4735 12.7038
Br: 19.5168 6.4091 15.6263
Se: 11.8892 8.1313 9.7647
Se: 14.0262 11.1505 10.5647
Cl: 6.1432 8.0666 15.6068
O: 14.3172 6.5081 14.4354
O: 11.3493 9.7405 12.6954
O: 14.8360 6.4520 11.8372
O: 11.6797 7.2029 13.8305
N: 17.5518 10.0444 13.6979
N: 15.4086 9.6879 13.7219
N: 11.4971 10.5568 16.2179
N: 18.7609 7.0177 10.4192
N: 11.7171 10.1954 15.0087
N: 14.9769 10.1839 16.0762
N: 16.5202 9.7862 12.9801
N: 12.6562 10.6355 16.8406
N: 12.9910 10.0602 14.7315
N: 16.5800 6.9242 9.9600
N: 17.1276 10.1459 15.0228
C: 10.3856 7.4611 14.1993
C: 16.8116 7.4796 7.5026
C: 9.8484 8.7443 14.2636
C: 17.9951 6.4618 14.5009
C: 17.7480 7.8507 6.5838
C: 7.7529 7.8064 15.1019
C: 15.8612 9.9714 14.9819
C: 12.9543 9.3451 8.6259
C: 16.6614 6.3705 15.0290
C: 10.1183 8.9137 10.0523
C: 9.5622 6.4120 14.4982
C: 19.1001 7.8631 6.8549
C: 13.5808 10.2852 15.8932
C: 15.6501 6.4567 14.0968
C: 8.2393 6.5298 14.8831
C: 19.6267 7.5408 8.1018
C: 17.4990 6.8345 10.8642
C: 18.6670 7.2711 9.0786
C: 13.8184 6.0861 15.7409
C: 17.2395 7.1833 8.7701
C: 18.2198 6.6542 13.1524
C: 12.8304 10.7855 9.0979
C: 10.6823 9.9046 13.8592
C: 17.1676 6.6942 12.3061
C: 15.6937 11.2078 9.5416
C: 15.8550 6.5402 12.7485
C: 8.5289 8.8740 14.7357
H: 20.7022 7.5318 8.2767
H: 14.3882 6.6875 16.4697
H: 14.0616 5.0078 15.8291
H: 19.5599 6.6679 10.9555
H: 13.0836 11.4927 8.3434
H: 15.3216 10.4724 16.9496
H: 12.7481 6.2288 15.6782
H: 19.8754 8.2567 6.1614
H: 15.7459 12.0929 8.9820
H: 15.8483 10.2286 8.9896
H: 17.3867 7.9715 5.5877
H: 10.0456 8.9517 11.1084
H: 8.0626 9.8638 14.7995
H: 7.6708 5.6175 15.0473
H: 9.9946 10.7430 13.8870
H: 11.8305 11.1628 9.4096
H: 19.2031 6.9083 12.6963
H: 10.0428 9.9000 9.5609
H: 15.7375 7.6107 7.3070
H: 15.1968 6.7454 10.9453
H: 9.9860 5.4366 14.4017
H: 16.5931 6.2988 16.0660
H: 13.9768 9.0182 8.9198
H: 9.3412 8.3089 9.5306
H: 16.4791 11.1866 10.2476
H: 12.7424 9.1225 7.6042

Energy above the lowest of the compared OMol25 structures with the same formula, charge and spin   122.9 kJ/mol
Total energy   -9816.50068 Ha
Orbital gap   7.48 eV
Spin multiplicity   1

=====

No. 7
Below is a structure of composition C27H26BrN6O2PSTc, with properties calculated with ωB97M-V/def2-TZVPD.

Geometry (Å):
Tc: -0.5255 0.0858 0.1863
Br: -6.3826 -4.4009 -0.0887
S: -0.3528 -1.5684 -1.6409
P: 1.5882 -0.7600 0.9854
O: -1.4647 -1.2264 1.3021
O: 0.3679 1.2474 -1.2428
N: 3.0093 -3.0532 1.5280
N: 3.7520 -1.0146 2.6667
N: 4.1842 -1.3025 0.2687
N: -2.4177 0.7018 -0.3913
N: 0.4955 0.8055 -2.5088
N: -0.6881 2.0035 1.0901
C: -2.5586 -1.8851 0.9551
C: -2.5207 4.9115 -0.3002
C: -3.3444 4.2602 -1.1698
C: 0.9524 1.7158 -3.4016
C: 0.8354 0.0653 -5.1053
C: 2.5006 -0.2751 2.5277
C: -0.7362 4.7710 1.4396
C: -4.8558 -3.3725 0.3256
C: 2.9956 -0.6014 -0.2063
C: -2.4904 2.1215 -0.4794
C: -3.5338 -1.3749 0.0669
C: 1.6549 -2.5924 1.2339
C: -4.6903 -2.1320 -0.2168
C: 1.1334 1.3760 -4.7067
C: 0.1051 3.9847 2.1711
C: 4.6553 -0.7596 1.5431
C: -3.4855 -0.0207 -0.3959
C: 3.9319 -2.7369 0.4372
C: -1.6176 4.1774 0.5084
C: -2.7841 -3.1443 1.5297
C: 0.1967 -0.4720 -2.8359
C: -3.8987 -3.8808 1.2133
C: 0.3764 -0.8362 -4.1837
C: -1.5834 2.7817 0.3882
C: 0.1090 2.5981 1.9534
C: -3.3404 2.8483 -1.2566
C: 3.5210 -2.4577 2.7616
H: 3.5364 -3.1414 -0.4953
H: 4.8054 0.3166 1.4395
H: 0.7907 1.9556 2.4937
H: -4.0128 2.3476 -1.9420
H: 0.9671 -0.2329 -6.1368
H: -2.5430 5.9911 -0.2202
H: -4.0234 4.8245 -1.7946
H: 2.8221 -2.6575 3.5750
H: -4.0478 -4.8569 1.6553
H: -2.0460 -3.5232 2.2243
H: -0.7406 5.8470 1.5674
H: 1.2806 -3.0749 0.3301
H: 2.7206 0.7958 2.5100
H: 4.8847 -3.2221 0.6492
H: 0.1371 -1.8541 -4.4569
H: -4.4303 0.4436 -0.6773
H: 1.1474 2.6911 -2.9833
H: 1.8603 -0.4668 3.3923
H: 5.6161 -1.2205 1.7732
H: -5.4450 -1.7201 -0.8762
H: 0.9832 -2.8575 2.0526
H: 1.5006 2.1153 -5.4024
H: 3.2166 0.4564 -0.3651
H: 0.7826 4.4092 2.8982
H: 4.4729 -2.9334 2.9995
H: 2.6712 -1.0204 -1.1615

Energy above the lowest of the compared OMol25 structures with the same formula, charge and spin   40.7 kJ/mol
Total energy   -4917.70395 Ha
Orbital gap (alpha / beta)   6.82 / 6.56 eV
Total charge   +1
Spin multiplicity   3

=====

> Which formula does entry 3 have?

C27H25N8O4SSn

=====

> What is the total energy in the sixth record?

-9816.50068 Ha